# 1
{"formula": "C12H36BFO8P", "method": "the ωB97M-V functional and the def2-TZVPD basis", "elements": ["P", "F", "O", "O", "O", "O", "O", "O", "O", "O", "C", "C", "C", "C", "C", "C", "C", "C", "C", "C", "C", "C", "B", "H", "H", "H", "H", "H", "H", "H", "H", "H", "H", "H", "H", "H", "H", "H", "H", "H", "H", "H", "H", "H", "H", "H", "H", "H", "H", "H", "H", "H", "H", "H", "H", "H", "H", "H", "H"], "positions_angstrom": [[1.973, -0.359, 2.028], [1.222, -1.011, 3.458], [-4.937, 0.168, -1.462], [-4.722, 2.704, -0.001], [-2.131, 0.890, 1.898], [-1.152, -0.951, 0.850], [3.515, 2.424, 1.468], [2.620, -5.273, 1.272], [2.470, 3.990, 2.670], [4.320, -0.321, -2.401], [0.452, 0.839, 1.901], [4.992, 0.785, -4.472], [4.240, 0.878, -3.156], [0.426, -4.717, 2.170], [1.331, -4.740, 0.955], [2.699, 3.454, 1.620], [2.720, 0.273, 0.374], [-5.417, 1.766, 2.146], [-5.628, 2.831, 1.084], [3.374, 1.648, 0.253], [-3.748, 0.138, -2.256], [-3.954, -0.610, -3.558], [-0.937, 0.222, 1.543], [1.910, 0.222, -0.362], [5.247, -0.492, -2.207], [-4.397, 1.793, 2.523], [6.055, 0.603, -4.297], [-6.661, 2.792, 0.713], [1.485, -3.726, 0.589], [-2.933, -0.314, -1.683], [-5.577, 0.769, 1.729], [4.386, 1.559, -0.154], [0.641, 1.677, 1.212], [0.280, -5.731, 2.559], [0.887, -5.336, 0.147], [2.487, -6.167, 1.599], [-3.490, 1.179, -2.443], [4.608, -0.043, -5.069], [3.442, -0.480, 0.050], [-0.549, -4.293, 1.925], [0.874, -4.111, 2.958], [4.895, 1.707, -5.048], [-1.992, -0.902, 0.382], [2.258, 3.826, 0.677], [1.305, -1.397, 1.270], [-5.184, -0.738, -1.252], [3.178, 1.046, -3.333], [2.825, 2.265, -0.471], [4.619, 1.720, -2.565], [3.091, -1.298, 2.216], [-4.836, 1.823, -0.384], [-2.000, 1.835, 1.752], [-4.228, -1.651, -3.368], [-6.108, 1.909, 2.979], [-3.044, -0.602, -4.158], [0.332, 1.285, 2.897], [2.682, 0.568, 2.864], [-4.760, -0.154, -4.134], [-5.460, 3.826, 1.499]], "nbo_charge": [1.10, -0.68, -0.74, -0.74, -0.94, -0.90, -0.50, -0.72, -0.59, -0.71, -1.16, -0.63, -0.06, -0.64, -0.07, 0.66, -0.76, -0.64, -0.05, -0.07, -0.06, -0.63, 1.15, 0.20, 0.46, 0.24, 0.19, 0.14, 0.21, 0.16, 0.20, 0.17, 0.20, 0.17, 0.13, 0.45, 0.19, 0.21, 0.22, 0.22, 0.24, 0.21, 0.47, 0.07, -0.18, 0.47, 0.18, 0.15, 0.16, -0.20, 0.49, 0.49, 0.20, 0.20, 0.22, 0.24, -0.16, 0.21, 0.17], "orbital_gap_ev": 5.739, "homo_energy_ev": -3.40, "lumo_ev": 2.3431, "total_energy_ha": -1546.8368, "fmax_ev_per_a": 0.75, "total_charge": -1}

---

# 2
{"formula": "C12H36Be2NO15", "method": "the ωB97M-V functional and the def2-TZVPD basis", "elements": ["O", "O", "O", "O", "O", "O", "O", "O", "O", "O", "O", "O", "O", "O", "O", "N", "C", "C", "C", "C", "C", "C", "C", "C", "C", "C", "C", "C", "Be", "Be", "H", "H", "H", "H", "H", "H", "H", "H", "H", "H", "H", "H", "H", "H", "H", "H", "H", "H", "H", "H", "H", "H", "H", "H", "H", "H", "H", "H", "H", "H", "H", "H", "H", "H", "H", "H"], "positions_angstrom": [[0.816, 0.868, -1.244], [-3.766, -0.093, -1.041], [0.120, 1.610, 0.692], [2.412, -3.444, -2.470], [-0.489, -2.336, 2.218], [-1.218, 0.578, -0.616], [-3.337, -1.740, 2.524], [1.397, -1.518, -0.613], [-3.419, 2.395, -3.034], [0.424, 4.704, 1.231], [3.451, 2.136, 3.776], [-2.932, -3.831, -2.699], [2.837, 3.428, 0.818], [2.636, 0.663, 1.470], [-0.465, -2.497, -2.793], [-0.117, 1.029, -0.401], [-4.337, 1.239, -1.081], [3.466, 0.122, 2.484], [-4.577, 1.833, -2.455], [1.406, 5.309, 0.411], [-1.078, -1.125, 1.750], [4.292, 1.287, 3.022], [-1.410, -2.078, -1.829], [2.221, 4.206, -0.216], [-2.562, -1.294, 1.442], [-2.260, -3.311, -1.566], [1.614, -2.913, -0.325], [2.737, -3.543, -1.110], [1.822, -1.027, -2.846], [1.416, 2.876, 2.496], [2.964, 4.626, -0.892], [2.854, -0.279, 3.293], [1.778, -3.078, 0.742], [3.611, -2.908, -0.929], [3.385, 2.729, 0.458], [-1.114, -3.042, 2.015], [-2.964, -0.357, 1.044], [0.688, -3.474, -0.474], [3.921, 2.498, 4.538], [-3.014, -2.954, -0.853], [2.900, -4.552, -0.737], [-5.229, 2.696, -2.316], [-2.031, -1.291, -2.265], [-5.075, 1.055, -3.039], [-0.480, 4.921, 0.971], [1.564, -1.080, 0.231], [-0.956, -3.000, -3.468], [-5.292, 1.096, -0.572], [-1.746, -4.118, -1.037], [2.447, -4.338, -2.838], [1.519, 3.566, -0.756], [3.148, 0.912, 0.696], [1.980, 5.892, 1.136], [-2.851, 1.650, -3.260], [-2.660, -1.988, 0.606], [-3.314, -1.122, 3.262], [5.092, 0.912, 3.664], [-3.731, 1.883, -0.438], [0.942, 6.039, -0.251], [-2.819, 0.035, -0.919], [-0.855, -1.731, -0.963], [-0.499, -0.782, 0.886], [4.814, 1.863, 2.254], [-3.248, -4.707, -2.455], [-0.903, -0.404, 2.557], [4.073, -0.704, 2.109]], "nbo_charge": [-0.61, -0.75, -0.59, -0.77, -0.74, -0.41, -0.70, -0.80, -0.70, -0.79, -0.78, -0.72, -0.79, -0.75, -0.75, 0.74, -0.10, -0.11, -0.10, -0.11, -0.08, -0.11, -0.11, -0.11, -0.09, -0.10, -0.13, -0.10, 1.61, 1.71, 0.23, 0.23, 0.23, 0.17, 0.50, 0.48, 0.20, 0.21, 0.54, 0.20, 0.24, 0.20, 0.21, 0.19, 0.54, 0.54, 0.53, 0.20, 0.17, 0.54, 0.20, 0.47, 0.21, 0.45, 0.17, 0.48, 0.24, 0.16, 0.25, 0.47, 0.20, 0.13, 0.18, 0.50, 0.16, 0.21], "orbital_gap_ev": 2.385, "homo_energy_ev": -15.72, "lumo_ev": -13.3316, "total_energy_ha": -1690.1814, "fmax_ev_per_a": 4.42, "total_charge": 3}

---

# 3
{"formula": "C12H36ClN3O3", "method": "the ωB97M-V functional and the def2-TZVPD basis", "elements": ["Cl", "O", "O", "O", "N", "N", "N", "C", "C", "C", "C", "C", "C", "C", "C", "C", "C", "C", "C", "H", "H", "H", "H", "H", "H", "H", "H", "H", "H", "H", "H", "H", "H", "H", "H", "H", "H", "H", "H", "H", "H", "H", "H", "H", "H", "H", "H", "H", "H", "H", "H", "H", "H", "H", "H"], "positions_angstrom": [[-1.404, -1.239, 0.129], [4.277, 0.148, -1.731], [-4.754, 0.442, -3.149], [-1.265, 0.481, 4.078], [1.909, -1.092, -0.998], [1.122, -0.626, 2.891], [-3.557, 1.277, -0.726], [-5.165, -0.766, -3.726], [-2.105, 1.491, 4.750], [0.690, -1.062, 4.347], [-1.327, 1.858, -1.767], [-3.356, 0.654, -3.068], [2.336, -1.227, -2.457], [-2.834, 1.662, -1.993], [5.681, 0.343, -1.582], [3.852, -0.916, -2.591], [1.907, -1.418, 5.187], [-0.148, 0.025, 4.846], [1.524, -0.186, -3.274], [0.355, -0.694, 2.237], [6.071, -0.569, -1.130], [1.815, -1.291, 2.577], [-1.019, 2.577, -1.008], [2.574, -1.526, -0.373], [-3.300, 2.633, -2.160], [-0.899, 2.282, -2.675], [0.457, -0.342, -3.114], [-3.471, 1.958, 0.014], [1.682, 0.832, -2.917], [2.101, -2.247, -2.759], [-2.363, 1.188, 5.765], [6.196, 0.538, -2.523], [-4.523, 1.028, -0.888], [1.048, -1.511, -0.676], [-0.817, 0.906, -1.614], [1.893, -0.118, -0.731], [2.662, -2.005, 4.664], [-4.736, -1.594, -3.162], [5.896, 1.184, -0.923], [-3.157, 0.907, -4.110], [1.414, 0.340, 2.849], [-1.720, 2.509, 4.684], [-3.055, 1.401, 4.224], [-4.809, -0.894, -4.748], [0.569, 0.824, 5.034], [0.116, -1.955, 4.099], [-3.107, 0.459, -0.341], [-0.445, -0.245, 5.859], [-6.252, -0.848, -3.742], [4.150, -0.576, -3.582], [1.813, -0.252, -4.323], [-2.808, -0.281, -2.952], [2.459, -0.562, 5.575], [1.526, -2.039, 5.997], [4.301, -1.864, -2.295]], "nbo_charge": [-0.93, -0.58, -0.55, -0.55, -0.69, -0.70, -0.69, -0.25, -0.26, -0.03, -0.65, -0.10, -0.05, -0.05, -0.25, -0.08, -0.65, -0.10, -0.63, 0.47, 0.17, 0.42, 0.24, 0.42, 0.22, 0.25, 0.22, 0.43, 0.22, 0.24, 0.20, 0.19, 0.45, 0.47, 0.23, 0.44, 0.23, 0.17, 0.21, 0.22, 0.43, 0.19, 0.21, 0.18, 0.17, 0.23, 0.46, 0.22, 0.22, 0.22, 0.26, 0.19, 0.24, 0.27, 0.18], "orbital_gap_ev": 8.716, "homo_energy_ev": -14.53, "lumo_ev": -5.8111, "total_energy_ha": -1328.3874, "fmax_ev_per_a": 2.86, "total_charge": 2}

---

# 4
{"formula": "C12H36F2InO6S6", "method": "the ωB97M-V functional and the def2-TZVPD basis", "elements": ["In", "S", "S", "S", "S", "S", "S", "F", "F", "O", "O", "O", "O", "O", "O", "C", "C", "C", "C", "C", "C", "C", "C", "C", "C", "C", "C", "H", "H", "H", "H", "H", "H", "H", "H", "H", "H", "H", "H", "H", "H", "H", "H", "H", "H", "H", "H", "H", "H", "H", "H", "H", "H", "H", "H", "H", "H", "H", "H", "H", "H", "H", "H"], "positions_angstrom": [[1.941, -0.552, 2.024], [-2.859, -6.243, 0.444], [-5.574, 1.987, 1.180], [2.393, 7.046, -0.083], [5.257, -5.719, -3.002], [-0.538, 4.890, 7.601], [-0.639, -0.364, -5.370], [3.272, -4.884, 4.842], [6.681, 0.407, 0.020], [0.499, -0.302, -4.358], [-2.325, -4.974, -0.184], [0.317, 3.789, 6.923], [-4.165, 1.395, 1.304], [1.697, 5.706, 0.175], [4.753, -4.677, -2.097], [-6.551, 1.607, 2.695], [1.083, 8.002, -0.886], [-0.539, -2.061, -6.030], [6.365, -4.663, -4.076], [0.773, 6.172, 8.106], [-0.084, 0.670, -6.854], [-4.551, -6.589, -0.118], [6.603, -6.445, -1.979], [-6.493, 0.953, -0.045], [3.376, 6.796, -1.617], [-2.076, -7.591, -0.418], [-0.658, 4.214, 9.330], [1.472, 8.899, -1.366], [-4.727, -7.660, -0.023], [-1.303, 3.338, 9.396], [0.404, 8.318, -0.093], [2.700, 6.613, -2.452], [-5.273, -5.959, 0.401], [-1.915, -7.336, -1.465], [-6.646, 0.532, 2.843], [-0.838, -2.841, -5.330], [5.722, -3.961, -4.607], [-0.923, 0.561, -7.541], [4.020, 7.640, -1.863], [6.992, -5.282, -4.718], [0.268, 7.135, 8.186], [3.997, 5.913, -1.471], [6.990, -4.198, -3.313], [-2.632, -8.527, -0.356], [1.278, 5.988, 9.055], [0.536, 7.373, -1.588], [0.458, -2.376, -6.340], [-7.484, 1.385, -0.188], [0.865, 0.224, -7.153], [-6.013, 0.768, -1.006], [1.449, 6.389, 7.280], [0.364, 3.951, 9.604], [7.386, -5.712, -1.784], [-4.724, -6.317, -1.160], [-5.985, 1.923, 3.572], [-1.229, -2.256, -6.851], [-1.061, 5.008, 9.959], [-1.100, -7.836, 0.002], [-6.634, -0.034, 0.396], [-0.072, 1.746, -6.679], [6.301, -6.678, -0.957], [-7.556, 2.019, 2.613], [6.958, -7.318, -2.526]], "nbo_charge": [1.00, 1.26, 1.20, 1.23, 1.28, 1.17, 1.22, -0.37, -0.37, -0.92, -0.93, -0.95, -0.94, -0.93, -0.88, -0.81, -0.81, -0.84, -0.77, -0.79, -0.77, -0.83, -0.81, -0.81, -0.81, -0.85, -0.78, 0.23, 0.24, 0.24, 0.24, 0.23, 0.24, 0.25, 0.23, 0.26, 0.25, 0.23, 0.24, 0.23, 0.22, 0.25, 0.24, 0.24, 0.23, 0.24, 0.24, 0.23, 0.24, 0.25, 0.25, 0.24, 0.24, 0.24, 0.25, 0.24, 0.22, 0.25, 0.23, 0.25, 0.26, 0.24, 0.23], "orbital_gap_ev": 1.318, "homo_energy_ev": -10.58, "lumo_ev": -9.2611, "total_energy_ha": -3708.3021, "fmax_ev_per_a": 4.16, "total_charge": 1}

---

# 5
{"formula": "C12H36N2O7", "method": "the ωB97M-V functional and the def2-TZVPD basis", "elements": ["O", "O", "O", "O", "O", "O", "O", "N", "N", "C", "C", "C", "C", "C", "C", "C", "C", "C", "C", "C", "C", "H", "H", "H", "H", "H", "H", "H", "H", "H", "H", "H", "H", "H", "H", "H", "H", "H", "H", "H", "H", "H", "H", "H", "H", "H", "H", "H", "H", "H", "H", "H", "H", "H", "H", "H", "H"], "positions_angstrom": [[-5.742, 14.628, 0.622], [-4.065, 12.334, -4.156], [-7.612, 13.051, -3.485], [-3.950, 9.674, 0.146], [-11.320, 15.297, -2.003], [-9.885, 11.511, -3.870], [-10.029, 10.578, -1.399], [-2.345, 11.854, -1.617], [-9.154, 13.297, -0.756], [-3.793, 11.916, -1.860], [-6.704, 13.672, 0.009], [-2.624, 9.546, -0.438], [-8.178, 13.980, 0.188], [-11.977, 16.539, -2.014], [-4.572, 13.086, -5.247], [-10.583, 13.608, -0.482], [-1.997, 10.997, -0.458], [-4.575, 8.374, 0.288], [-10.874, 15.108, -0.722], [-5.650, 14.421, 2.023], [-4.207, 12.925, -2.933], [-12.340, 16.655, -3.035], [-9.812, 11.112, -3.003], [-11.658, 15.459, -0.051], [-4.096, 10.949, -2.264], [-10.198, 15.849, -0.296], [-4.995, 8.124, -0.686], [-10.606, 12.134, -3.788], [-0.919, 10.931, -0.604], [-6.591, 14.499, 2.567], [-7.220, 12.920, -4.348], [-9.707, 11.425, -1.091], [-3.825, 7.673, 0.654], [-8.889, 13.603, -1.681], [-11.546, 17.515, -1.791], [-2.101, 11.563, 0.468], [-5.399, 8.389, 1.002], [-5.103, 13.516, 2.286], [-1.843, 11.493, -2.416], [-8.247, 15.068, 0.185], [-5.492, 13.650, -5.091], [-6.403, 13.679, -1.039], [-8.443, 13.708, 1.210], [-4.790, 12.498, -6.139], [-11.212, 12.957, -1.089], [-5.255, 13.181, -2.777], [-5.011, 15.273, 2.254], [-3.682, 13.879, -2.881], [-2.633, 9.090, -1.428], [-12.905, 16.594, -1.445], [-10.482, 10.203, -0.644], [-10.702, 13.180, 0.513], [-6.525, 12.604, 0.138], [-8.401, 12.509, -3.495], [-2.043, 8.865, 0.183], [-4.268, 12.246, -0.936], [-3.786, 13.723, -5.654]], "nbo_charge": [-0.53, -0.54, -0.99, -0.55, -0.51, -0.96, -0.98, -0.08, -0.67, -0.30, -0.08, -0.07, -0.26, -0.28, -0.28, -0.25, -0.30, -0.26, -0.10, -0.26, -0.08, 0.20, 0.50, 0.17, 0.29, 0.18, 0.19, 0.48, 0.23, 0.18, 0.47, 0.50, 0.18, 0.38, 0.18, 0.27, 0.22, 0.16, 0.40, 0.19, 0.18, 0.19, 0.19, 0.21, 0.22, 0.22, 0.20, 0.19, 0.19, 0.17, 0.49, 0.20, 0.17, 0.50, 0.22, 0.26, 0.19], "orbital_gap_ev": [9.035, 3.844], "s_squared": 0.754, "homo_energy_ev": [-11.59, -11.59], "lumo_ev": [-2.5553, -7.7463], "spin_multiplicity": 2, "total_energy_ha": -1114.5350, "fmax_ev_per_a": 4.44, "total_charge": 1}

---

# 6
{"formula": "C12H36NNaO9S6", "method": "the ωB97M-V functional and the def2-TZVPD basis", "elements": ["S", "S", "S", "S", "S", "S", "Na", "O", "O", "O", "O", "O", "O", "O", "O", "O", "N", "C", "C", "C", "C", "C", "C", "C", "C", "C", "C", "C", "C", "H", "H", "H", "H", "H", "H", "H", "H", "H", "H", "H", "H", "H", "H", "H", "H", "H", "H", "H", "H", "H", "H", "H", "H", "H", "H", "H", "H", "H", "H", "H", "H", "H", "H", "H", "H"], "positions_angstrom": [[14.780, 17.346, 16.176], [13.792, 10.851, 13.758], [16.544, 15.732, 12.164], [10.782, 13.411, 14.694], [12.705, 16.222, 11.139], [15.237, 12.497, 17.892], [14.452, 14.315, 14.325], [12.243, 13.204, 14.362], [15.289, 14.944, 12.355], [14.867, 11.878, 14.034], [14.534, 13.458, 16.941], [12.643, 16.761, 9.755], [17.279, 14.681, 14.912], [19.389, 15.175, 14.642], [13.820, 16.328, 15.593], [18.365, 15.749, 16.475], [18.345, 15.200, 15.336], [16.034, 13.534, 19.141], [15.478, 18.205, 14.722], [14.372, 9.571, 12.616], [16.746, 12.166, 16.906], [12.472, 14.417, 11.132], [16.269, 17.014, 10.871], [17.791, 14.643, 11.428], [9.766, 13.436, 13.201], [13.635, 9.860, 15.236], [10.193, 11.789, 15.258], [13.677, 18.750, 16.714], [11.150, 16.673, 11.926], [15.294, 13.839, 19.875], [14.255, 19.655, 16.876], [15.724, 17.771, 11.431], [16.570, 14.315, 18.604], [10.245, 16.223, 11.518], [18.108, 14.965, 10.436], [17.234, 17.422, 10.578], [12.417, 14.055, 12.159], [16.653, 12.397, 15.849], [9.168, 12.086, 15.517], [10.646, 11.486, 16.197], [17.583, 13.584, 11.539], [13.046, 18.428, 17.540], [9.653, 14.450, 12.817], [15.700, 16.535, 10.078], [17.530, 12.798, 17.330], [11.196, 16.453, 12.998], [8.760, 13.070, 13.392], [12.975, 18.852, 15.885], [10.119, 11.053, 14.462], [16.745, 12.861, 19.630], [11.570, 14.114, 10.596], [14.011, 10.414, 16.092], [15.267, 9.079, 13.003], [14.686, 10.047, 11.686], [17.191, 11.169, 16.992], [14.767, 18.639, 14.025], [11.073, 17.760, 11.907], [16.368, 18.771, 15.001], [12.556, 9.727, 15.302], [10.298, 12.909, 12.407], [13.604, 8.849, 12.345], [15.966, 17.381, 14.187], [18.640, 14.861, 12.085], [13.354, 14.080, 10.592], [14.156, 8.906, 15.166]], "nbo_charge": [1.27, 1.26, 1.26, 1.26, 1.28, 1.19, 0.88, -1.01, -1.06, -0.99, -1.00, -0.99, -0.60, -0.53, -1.03, -0.55, 0.71, -0.81, -0.85, -0.84, -0.83, -0.83, -0.81, -0.84, -0.85, -0.83, -0.82, -0.80, -0.85, 0.23, 0.23, 0.23, 0.27, 0.22, 0.22, 0.23, 0.25, 0.29, 0.22, 0.25, 0.26, 0.23, 0.24, 0.24, 0.24, 0.23, 0.24, 0.22, 0.23, 0.22, 0.21, 0.26, 0.23, 0.25, 0.22, 0.23, 0.24, 0.25, 0.22, 0.24, 0.23, 0.25, 0.28, 0.25, 0.23], "orbital_gap_ev": 7.304, "homo_energy_ev": -7.42, "lumo_ev": -0.1207, "total_energy_ha": -3761.8920, "fmax_ev_per_a": 2.54}

---

Which formula does entry 6 have?
C12H36NNaO9S6